1.
ORCA calculation (the ωB97M-V functional and the def2-TZVPD basis) on a molecular structure, C9H11O3 at a distorted geometry.

ΔE to the lowest compared entry with this formula, charge and spin = 4.6 kcal/mol
electronic energy = -575.35117 Ha
charge = -1

CARTESIAN COORDINATES (ANGSTROEM)
C  -4.126  -1.789  -0.526
C  -0.529  0.054  1.015
C  -0.603  -0.379  -0.326
C  -1.530  -0.391  1.894
C  -1.722  -1.035  -0.788
C  -2.660  -1.016  1.399
C  -2.817  -1.276  0.039
O  0.472  0.772  1.463
H  1.318  1.100  0.721
H  0.304  -0.208  -0.887
H  -1.402  -0.270  2.968
H  -1.651  -1.444  -1.800
H  -3.388  -1.396  2.091
H  -4.471  -2.734  -0.105
H  -4.062  -1.859  -1.606
H  -4.931  -1.089  -0.305
C  4.320  1.754  -1.058
C  2.959  1.107  -0.754
O  2.261  1.744  0.131
O  2.635  0.068  -1.337
H  4.770  1.922  -0.074
H  4.190  2.707  -1.550
H  4.916  0.986  -1.531


2.
ORCA calculation (the ωB97M-V functional and the def2-TZVPD basis) on C8H9ClFNO5 in the gas phase.

electronic energy = -1301.29679 Ha
SMILES string = CCC[C@]1(C(=O)NC(=O)F)OC(=O)O[C@@H]1Cl

CARTESIAN COORDINATES (ANGSTROEM)
C  0.095  2.345  -1.498
C  -0.913  1.189  -1.341
C  -0.302  -0.212  -1.440
C  0.315  -0.691  -0.135
C  -0.767  -0.846  0.925
O  -1.667  -1.624  0.785
N  -0.659  0.019  2.038
C  -1.765  -0.049  2.917
O  -1.830  -0.578  3.963
F  -2.770  0.647  2.396
O  1.344  0.214  0.304
C  2.554  -0.395  0.228
O  3.550  0.009  0.714
O  2.435  -1.533  -0.518
C  1.126  -2.012  -0.234
Cl  0.594  -3.174  -1.408
H  -0.175  2.988  -2.335
H  0.120  2.975  -0.610
H  1.109  1.981  -1.660
H  -1.427  1.295  -0.382
H  -1.686  1.277  -2.103
H  -1.076  -0.934  -1.702
H  0.456  -0.256  -2.226
H  0.188  -0.141  2.579
H  1.153  -2.496  0.745


3.
ORCA calculation (the ωB97M-V functional and the def2-TZVPD basis) on a molecular structure, C22H26ClN3PtS at a distorted geometry.

ΔE to the lowest compared entry with this formula, charge and spin = 32.7 kcal/mol
electronic energy = -1995.31013 Ha
charge = +2

CARTESIAN COORDINATES (ANGSTROEM)
Pt  0.529  0.233  -0.313
C  1.874  -0.600  -1.886
C  1.927  -1.517  -0.759
C  2.559  -0.871  0.317
C  2.972  0.425  -0.139
C  2.501  0.621  -1.467
C  2.777  1.783  -2.349
C  3.828  1.358  0.615
C  2.849  -1.457  1.645
C  1.475  -2.936  -0.787
C  1.563  -0.982  -3.297
H  2.006  1.872  -3.113
H  3.738  1.672  -2.857
H  2.801  2.715  -1.787
H  3.575  1.403  1.672
H  3.842  2.357  0.194
H  4.844  0.944  0.555
H  2.047  -2.115  1.977
H  2.995  -0.692  2.406
H  3.764  -2.053  1.607
H  1.057  -3.259  0.166
H  2.355  -3.560  -0.970
H  0.764  -3.131  -1.584
H  0.934  -1.868  -3.350
H  2.480  -1.204  -3.846
H  1.054  -0.173  -3.821
N  -3.514  -3.723  2.676
C  -3.151  -3.260  1.692
C  -2.705  -2.636  0.484
C  -3.465  -2.648  -0.686
C  -2.978  -1.972  -1.790
C  -1.777  -1.290  -1.687
N  -1.038  -1.296  -0.570
C  -1.494  -1.957  0.494
H  -4.410  -3.172  -0.718
H  -3.521  -1.960  -2.723
H  -1.381  -0.723  -2.519
H  -0.869  -1.962  1.380
Cl  1.243  2.733  1.675
C  0.663  1.063  1.634
H  -0.302  1.061  2.122
H  1.376  0.442  2.158
S  -0.942  1.880  -0.677
C  -2.059  2.228  0.613
N  -2.475  3.515  0.627
C  -3.401  4.010  1.471
C  -3.971  3.188  2.409
C  -3.569  1.852  2.440
C  -2.626  1.371  1.554
H  -2.054  4.146  -0.048
H  -3.626  5.060  1.351
H  -4.708  3.581  3.091
H  -4.013  1.175  3.159
H  -2.340  0.331  1.560


4.
ORCA calculation (the ωB97M-V functional and the def2-TZVPD basis) on 3 unconnected molecules or ions with the total composition C13H31ClNO11PS2 at a distorted geometry.

electronic energy = -2994.27378 Ha
SMILES string = CCOCCOCN(C)C(=O)OP(O)Cl.CCOS(C)(=O)=O.CCOS(C)(=O)=O

CARTESIAN COORDINATES (ANGSTROEM)
C  6.503  -2.699  2.242
C  5.906  -2.959  0.862
O  5.019  -4.074  0.950
C  4.169  -4.249  -0.166
C  2.768  -4.567  0.325
O  2.106  -3.394  0.808
C  2.052  -3.325  2.219
N  1.585  -1.990  2.589
C  1.781  -1.781  4.036
C  2.332  -1.010  1.861
O  3.505  -0.907  1.841
O  1.512  -0.164  1.176
P  1.363  -0.141  -0.476
O  2.423  -1.266  -0.891
Cl  -0.409  -1.237  -0.576
H  5.763  -2.965  3.006
H  6.743  -1.638  2.364
H  7.411  -3.286  2.408
H  6.699  -3.184  0.129
H  5.354  -2.080  0.498
H  4.144  -3.328  -0.769
H  4.526  -5.065  -0.816
H  2.839  -5.311  1.131
H  2.159  -5.002  -0.479
H  3.046  -3.543  2.648
H  1.319  -4.048  2.611
H  2.848  -1.824  4.310
H  1.365  -0.811  4.322
H  1.247  -2.571  4.573
H  2.215  -2.157  -0.550
C  -4.238  -1.848  -2.883
C  -4.047  -0.910  -1.711
O  -4.431  0.456  -2.016
S  -5.996  0.761  -2.073
C  -5.907  2.510  -1.974
O  -6.605  0.226  -0.892
O  -6.505  0.377  -3.354
H  -5.291  -1.982  -3.123
H  -3.811  -2.821  -2.634
H  -3.735  -1.461  -3.770
H  -4.604  -1.240  -0.834
H  -2.995  -0.841  -1.443
H  -5.505  2.792  -1.004
H  -6.927  2.874  -2.082
H  -5.283  2.879  -2.784
C  -1.759  7.373  0.119
C  -0.895  6.567  -0.826
O  -0.949  5.143  -0.555
S  -2.234  4.356  -1.046
C  -1.597  2.730  -0.885
O  -2.466  4.664  -2.427
O  -3.303  4.542  -0.111
H  -2.818  7.177  -0.041
H  -1.574  8.435  -0.046
H  -1.522  7.132  1.155
H  -1.165  6.733  -1.869
H  0.158  6.814  -0.705
H  -0.774  2.600  -1.583
H  -2.413  2.049  -1.125
H  -1.271  2.583  0.142